[1]
The following is a quantum chemistry calculation of a structure of composition C28H31IrN3O8P2S2, from OMol25.

Cartesian coordinates (Å):
Ir (-0.00890, -0.20150, -0.52420)
C (0.84140, 2.81100, 4.15200)
C (0.62030, 1.46260, 3.50370)
O (0.38150, 0.42690, 4.43510)
P (2.06000, 0.95610, 2.46170)
O (3.16090, 0.61220, 3.56320)
O (2.65690, 2.26790, 1.81300)
O (1.84100, -0.14790, 1.50730)
P (-0.76480, 1.44110, 2.29260)
O (-1.86770, 2.47630, 2.75820)
O (-1.54200, 0.09110, 2.41470)
O (-0.20710, 1.84540, 0.97930)
H (1.75820, 2.79410, 4.74420)
H (-0.00220, 3.06530, 4.79220)
H (0.94400, 3.57700, 3.38780)
H (0.92720, 0.56730, 5.22270)
H (3.21820, -0.31800, 3.77620)
H (2.54420, 2.26560, 0.86240)
H (-2.49440, 2.10890, 3.38310)
C (-1.77200, -2.18580, 3.07480)
C (-2.32370, -3.31890, 2.56560)
C (-2.23390, -3.63510, 1.20730)
C (-1.61000, -2.73350, 0.31040)
C (-0.96230, -1.60450, 0.76460)
C (-0.97740, -1.27240, 2.21600)
C (-1.67170, -2.91830, -1.14450)
C (-2.53780, -3.88060, -1.71740)
C (-2.62620, -4.01040, -3.07230)
C (-1.84900, -3.17200, -3.89540)
C (-1.88240, -3.23790, -5.30220)
C (-1.14330, -2.36670, -6.05400)
C (-0.34990, -1.39270, -5.42690)
C (-0.28830, -1.31980, -4.06280)
C (-1.02320, -2.20550, -3.25260)
N (-0.94780, -2.11070, -1.90570)
H (-1.87930, -1.90240, 4.10930)
H (-2.86390, -3.98900, 3.21900)
H (-2.65820, -4.56350, 0.86280)
H (0.05200, -1.21350, 2.60040)
H (-3.14930, -4.49260, -1.07700)
H (-3.28810, -4.73370, -3.53000)
H (-2.51180, -3.98150, -5.77170)
H (-1.17890, -2.40630, -7.13200)
H (0.20730, -0.69430, -6.03480)
H (0.30260, -0.57870, -3.55960)
O (-1.44220, 1.29470, -1.61980)
S (-2.03130, 2.43790, -0.84240)
C (-3.22860, 3.11140, -2.08570)
C (-2.76950, 4.51260, -2.44620)
C (-1.24550, 4.45890, -2.44900)
C (-0.86810, 3.84130, -1.11710)
H (-4.22880, 3.07960, -1.66270)
H (-3.16710, 2.42610, -2.92930)
H (-3.10910, 5.22940, -1.69620)
H (-3.16400, 4.81950, -3.41450)
H (-0.80200, 5.44700, -2.57670)
H (-0.90410, 3.82420, -3.26930)
H (-1.02330, 4.52820, -0.28770)
H (0.14080, 3.44330, -1.07150)
N (2.97760, -1.86630, -0.57360)
C (2.97020, -0.90140, -1.49540)
N (1.93840, -0.14080, -1.73490)
C (2.16710, 0.71660, -2.79160)
C (1.24340, 1.60640, -3.33390)
C (1.60570, 2.35900, -4.43200)
C (2.88510, 2.27170, -4.96950)
C (3.82150, 1.40550, -4.43390)
C (3.44530, 0.61080, -3.36510)
S (4.36580, -0.62120, -2.52640)
H (2.21500, -1.84610, 0.09320)
H (3.84060, -2.32020, -0.33230)
H (0.25510, 1.66020, -2.90310)
H (0.88710, 3.02230, -4.88500)
H (3.15700, 2.88790, -5.81050)
H (4.81970, 1.34310, -4.83630)

- multiplicity = 5
- net charge = +1
- frontier orbital gap (spin up / spin down) (eV) = 7.16 / 7.08
- lowest unoccupied orbital energy (spin up / spin down) (eV) = -2.11 / -3.25
- HOMO (spin up / spin down) (eV) = -9.272 / -10.323

[2]
The following is a quantum chemistry calculation of an isolated molecule of C2H2O2, from OMol25.

Cartesian coordinates (Å):
C (1.74323, -0.41015, -0.15718)
C (0.64095, -0.00479, 0.12483)
O (-1.76988, 0.43511, -0.25607)
O (-0.71398, 0.74898, 0.64867)
H (2.49374, -0.86090, -0.73116)
H (-2.39407, 0.09176, 0.37092)

- multiplicity = 3
- ΔE to the lowest compared entry with this formula, charge and spin (eV) = 6.411
- net charge = 0
- frontier orbital gap (spin up / spin down) (eV) = 7.36 / 7.00
- lowest unoccupied orbital energy (spin up / spin down) (eV) = 0.68 / -3.30
- HOMO (spin up / spin down) (eV) = -6.682 / -10.299

[3]
The following is a quantum chemistry calculation of an isolated molecule of C7H10Cl2N2O, from OMol25.

Cartesian coordinates (Å):
C (1.59557, -2.36762, -1.00566)
C (1.35241, -0.94519, -0.37587)
C (0.10279, -0.55203, -0.10389)
N (-1.11824, -1.32520, -0.34302)
Cl (-1.28372, -2.67070, 0.72364)
C (-2.23870, -0.42761, -0.27211)
O (-3.38049, -0.83604, -0.22339)
N (-1.72605, 0.82328, -0.07341)
Cl (-2.55347, 2.27262, -0.08395)
C (-0.26435, 0.95380, 0.23491)
C (0.44991, 1.90289, -0.61844)
C (-0.01872, 1.23654, 1.74429)
H (0.74255, -2.50381, -1.68334)
H (1.66659, -3.12365, -0.16944)
H (2.50336, -2.27931, -1.67177)
H (2.34203, -0.53291, 0.05851)
H (0.42442, 2.98903, -0.24439)
H (-0.11851, 1.96429, -1.57901)
H (1.46976, 1.55730, -0.90736)
H (-0.25823, 0.43586, 2.49168)
H (-0.70400, 2.00568, 2.11221)
H (1.01508, 1.42276, 1.98982)

- multiplicity = 1
- ΔE to the lowest compared entry with this formula, charge and spin (eV) = 0.903
- net charge = 0
- frontier orbital gap (eV) = 9.43
- lowest unoccupied orbital energy (eV) = 0.26
- structure (SMILES) = C/C=C1\N(Cl)C(=O)N(Cl)C1(C)C
- HOMO (eV) = -9.179

[4]
The following is a quantum chemistry calculation of a cluster of 2 separate species, C2H8N2O in total, from OMol25.

Cartesian coordinates (Å):
H (-1.80678, -1.07750, -1.54365)
N (-1.27308, -0.48847, -0.89432)
C (-0.83891, 0.49616, -1.57946)
N (0.19167, 1.31836, -1.27998)
H (-1.25839, 0.57557, -2.57763)
H (0.80289, 1.00438, -0.50870)
H (0.32361, 2.11660, -1.89035)
C (0.90757, -0.68029, 1.91596)
O (-0.01243, 0.06222, 1.28744)
H (1.90538, -0.27941, 1.75132)
H (0.94763, -1.67904, 1.44447)
H (0.77982, -0.86162, 3.05054)
H (-0.66898, -0.50697, 0.82434)

- multiplicity = 1
- ΔE to the lowest compared entry with this formula, charge and spin (eV) = 1.825
- net charge = 0
- frontier orbital gap (eV) = 10.14
- lowest unoccupied orbital energy (eV) = 0.92
- structure (SMILES) = [H]/N=C/N.CO
- HOMO (eV) = -9.224

Number 1: largest force on an atom 1.67 eV/Å. Number 2: largest force on an atom 1.81 eV/Å. Number 3: largest force on an atom 4.21 eV/Å. Number 4: largest force on an atom 3.59 eV/Å.